Computed, not measured: a structure of composition C64H144F2KN9O4S2 in a non-equilibrium geometry, with the ωB97M-V functional and the def2-TZVPD basis.

XYZ file:
```
226
Properties=species:S:1:pos:R:3:forces:R:3
K -2.57691 -7.34653 -9.48239 -0.124 0.275 0.317
C -2.37770 -12.16553 -9.39056 -0.572 -0.486 0.387
C -0.99586 -11.61158 -9.13051 0.428 -0.210 -1.090
C -0.79914 -11.06938 -7.75139 1.307 -0.225 0.945
N 0.71750 -10.75851 -7.44232 -0.496 0.882 1.288
C 1.51974 -12.07909 -7.55147 0.627 1.820 -1.546
C 1.20168 -9.49028 -8.23004 0.593 -0.556 -1.289
C 1.49251 -8.30055 -7.31312 1.322 -1.080 0.439
C 1.80039 -8.98756 -5.97288 -1.064 0.284 -0.305
C 0.88933 -10.21385 -6.00690 -0.832 0.612 1.382
H -2.46669 -12.53819 -10.41100 0.070 0.180 -0.040
H -3.23917 -11.53185 -9.17979 0.241 0.251 0.010
H -2.48510 -13.03557 -8.74280 -0.231 -0.092 0.028
H -0.69464 -10.84784 -9.84750 -0.233 0.161 -0.081
H -0.37005 -12.46182 -9.40175 0.489 0.034 0.566
H -1.09965 -11.73171 -6.93954 -0.028 -0.259 -0.150
H -1.41812 -10.17996 -7.63338 0.440 0.400 0.178
H 2.51859 -11.89602 -7.15540 -0.305 -0.155 0.721
H 1.74934 -12.18571 -8.61167 -0.438 -0.447 -0.122
H 0.98012 -12.93425 -7.14449 0.068 0.378 0.183
H 2.06746 -9.84939 -8.78641 0.088 0.259 -0.002
H 0.45758 -9.16402 -8.95665 -0.153 -0.703 -0.090
H 2.44100 -7.78728 -7.47127 -0.211 0.120 -1.107
H 0.68120 -7.57514 -7.37366 -0.071 -0.106 0.607
H 2.84958 -9.24175 -5.82222 0.031 -0.098 -0.505
H 1.59043 -8.27393 -5.17616 -0.351 -0.505 0.369
H 1.25624 -10.89279 -5.23714 -0.403 -0.793 -0.584
H -0.12505 -9.89955 -5.76122 0.058 -0.022 0.410
C 2.16222 -4.58394 -15.05684 -0.862 0.548 -0.472
C 3.26648 -3.59239 -14.78429 -0.289 1.421 0.373
C 2.72600 -2.08600 -14.89342 2.153 -1.138 -0.064
N 3.69223 -1.01077 -14.36748 1.069 0.180 -1.850
C 5.13250 -1.16475 -15.02116 -0.895 -0.984 0.844
C 3.90785 -0.95037 -12.85059 -1.326 0.867 -1.779
C 4.20526 0.54926 -12.63531 0.008 0.355 0.337
C 3.76307 1.33508 -13.92491 2.264 1.005 1.403
C 3.06972 0.36432 -14.75709 -0.341 -0.705 0.216
H 2.56436 -5.58082 -15.23746 -0.236 0.051 0.003
H 1.61087 -4.20927 -15.91925 0.172 -0.431 -0.637
H 1.35005 -4.60290 -14.33013 0.387 -0.212 0.628
H 4.03127 -3.73106 -15.54848 0.104 0.131 0.123
H 3.71767 -3.81380 -13.81707 0.112 0.274 0.113
H 1.74379 -1.93896 -14.44424 0.157 0.055 0.148
H 2.70901 -1.86156 -15.95993 -0.491 -0.015 0.007
H 5.05177 -1.47158 -16.06396 -0.131 0.564 0.024
H 5.61122 -1.98685 -14.48912 -0.226 -0.199 -0.052
H 5.81093 -0.33476 -14.82383 -0.703 0.459 -0.288
H 4.65901 -1.69967 -12.60078 -0.104 0.319 0.269
H 2.90639 -1.21355 -12.51011 0.135 -0.138 0.623
H 5.27663 0.67784 -12.48125 -0.147 0.172 0.191
H 3.67057 0.92806 -11.76426 0.208 -0.137 0.107
H 4.68004 1.73226 -14.36027 0.158 -0.455 -0.458
H 3.25246 2.29186 -13.81558 -0.637 -0.399 0.620
H 3.14179 0.66918 -15.80110 -0.046 -0.926 -0.204
H 2.03613 0.32187 -14.41360 -0.182 -0.303 -0.355
C 3.47623 -11.14177 -11.20393 1.446 0.643 0.004
C 2.82397 -12.39829 -11.77728 -0.426 1.363 0.378
C 2.82335 -12.44811 -13.29953 -0.232 -2.346 -0.338
N 2.11055 -13.76253 -13.83059 -0.761 0.179 -1.644
C 0.64033 -13.75044 -13.44104 0.978 0.519 1.304
C 2.14119 -13.77328 -15.36321 -0.210 -1.370 -0.169
C 1.75946 -15.25512 -15.70381 -0.733 1.215 0.008
C 2.43028 -16.12452 -14.62543 -1.096 0.195 -0.026
C 2.77936 -15.12364 -13.49433 0.929 1.052 -0.357
H 4.51374 -11.03573 -11.52085 0.073 0.056 -0.338
H 3.61079 -11.14235 -10.12227 -0.358 -0.600 0.171
H 2.97752 -10.19302 -11.40206 -0.293 -0.214 -0.463
H 1.82913 -12.27002 -11.35075 -0.386 -0.861 -0.313
H 3.34683 -13.27128 -11.38664 -0.227 -0.083 0.013
H 3.84066 -12.62860 -13.64681 0.115 0.371 -0.050
H 2.34199 -11.68589 -13.91224 0.032 0.399 0.676
H 0.66130 -13.69500 -12.35265 -0.261 -0.200 0.014
H 0.05946 -14.62631 -13.73007 0.547 0.130 -0.310
H 0.20640 -12.80616 -13.76986 -0.033 -0.147 -0.302
H 1.46176 -13.06639 -15.83942 -0.239 0.155 0.556
H 3.13694 -13.50756 -15.71814 0.199 -0.253 0.341
H 0.67927 -15.38365 -15.63477 -0.194 0.328 0.293
H 1.86262 -15.45461 -16.77044 0.971 -0.328 0.160
H 1.71469 -16.84817 -14.23512 0.144 -0.189 -0.240
H 3.25264 -16.66763 -15.09111 0.340 0.159 0.733
H 2.55170 -15.27777 -12.43957 -0.134 -0.742 -0.294
H 3.85208 -14.95490 -13.58868 0.061 0.328 0.351
C -1.99322 -4.97141 -15.47083 -0.507 -0.418 1.484
C -1.70734 -4.22272 -16.73119 -0.223 0.118 -0.593
C -3.02782 -3.67023 -17.32564 1.189 0.574 -1.065
N -2.81519 -2.68326 -18.48193 1.479 1.319 -1.829
C -2.08133 -3.32654 -19.73565 -0.004 0.071 2.224
C -2.09043 -1.34671 -18.04958 -1.676 -0.163 1.761
C -3.28659 -0.39574 -17.67810 1.475 -0.698 -0.950
C -4.19831 -0.64473 -18.86712 -0.216 0.405 0.356
C -4.18150 -2.16349 -19.00481 0.056 -0.926 -0.204
H -2.79465 -5.67858 -15.68465 -0.010 -0.232 0.003
H -2.34179 -4.40292 -14.60862 -0.140 0.515 -0.154
H -1.16147 -5.54522 -15.06209 0.218 -0.036 -0.385
H -1.22770 -5.00407 -17.32072 -0.173 0.382 -0.840
H -0.98197 -3.41409 -16.64143 -0.021 -0.051 0.292
H -3.60065 -3.11909 -16.57985 0.054 -0.025 0.057
H -3.65583 -4.44921 -17.75795 0.024 -0.120 0.172
H -1.89715 -2.58387 -20.51194 -0.558 0.000 0.135
H -2.68406 -4.18554 -20.03048 0.078 0.243 -0.266
H -1.10900 -3.65740 -19.37068 -0.036 -0.109 -0.080
H -1.49981 -0.85017 -18.81946 -0.213 -0.682 -0.410
H -1.46277 -1.50076 -17.17185 0.093 -0.405 -0.234
H -2.80252 0.57835 -17.60788 -0.656 0.282 0.016
H -3.83179 -0.63402 -16.76482 0.424 -0.103 0.214
H -3.81597 -0.17557 -19.77366 0.095 -0.100 -0.026
H -5.17270 -0.19006 -18.68843 -0.187 -0.441 -0.160
H -4.25916 -2.49151 -20.04139 -0.090 0.118 0.076
H -4.86465 -2.79325 -18.43488 -0.621 0.771 0.016
C 3.87584 -8.90761 -14.33918 -0.152 -1.187 1.136
C 4.11728 -9.16208 -15.81292 -0.767 0.012 -0.252
C 3.71127 -10.55878 -16.33527 0.313 -0.585 -1.119
N 3.84964 -10.76142 -17.89393 -0.530 -0.109 0.323
C 2.85091 -9.82977 -18.67607 2.392 -0.903 0.820
C 3.62018 -12.23524 -18.46423 0.767 1.184 0.851
C 4.36006 -12.21736 -19.81939 -1.531 -1.325 0.201
C 5.46311 -11.21502 -19.74343 0.793 1.811 1.687
C 5.29736 -10.51654 -18.32297 0.010 -1.050 -0.414
H 4.25719 -9.74641 -13.75687 0.293 -0.175 0.092
H 2.83966 -8.85166 -14.00554 -0.186 0.326 -0.356
H 4.44356 -8.05779 -13.96022 -0.219 0.171 -0.293
H 5.18211 -8.94599 -15.89973 -0.108 -0.161 -0.903
H 3.46894 -8.45777 -16.33416 0.558 0.357 -0.370
H 2.67375 -10.83109 -16.14158 -0.166 0.391 0.170
H 4.31612 -11.34749 -15.88784 0.231 0.023 -0.071
H 3.06636 -10.13204 -19.70092 -0.601 0.513 -0.080
H 3.25380 -8.84267 -18.44933 -0.510 0.111 -0.405
H 1.81855 -9.97099 -18.35608 0.250 -0.164 -0.029
H 2.56294 -12.48935 -18.38830 -0.029 0.294 -0.487
H 4.16198 -12.97077 -17.86962 0.050 0.469 0.672
H 3.63987 -12.12787 -20.63267 0.349 0.111 -0.176
H 4.82173 -13.20442 -19.84482 -0.282 -0.055 -0.642
H 5.51519 -10.41810 -20.48525 -0.216 -0.463 -0.324
H 6.40887 -11.75638 -19.71971 0.104 0.426 -0.211
H 5.61312 -9.47943 -18.20987 -0.430 0.038 -0.396
H 5.89021 -11.07713 -17.60022 -0.036 -0.047 0.110
C -1.76848 -0.28803 -5.83121 0.360 -0.491 -0.683
C -0.63379 -1.21643 -6.27721 0.718 -0.606 -0.095
C -0.72191 -1.71427 -7.73760 -0.390 -0.157 0.066
N 0.46519 -2.52756 -8.30025 1.024 0.415 -0.342
C 0.86373 -3.73410 -7.40127 -0.293 1.545 0.384
C 0.26389 -3.00319 -9.78130 -1.609 0.931 1.965
C 1.62909 -3.22817 -10.26598 1.195 -2.460 -0.755
C 2.59014 -2.37241 -9.51258 -0.698 2.396 0.451
C 1.68308 -1.54882 -8.50984 0.656 -1.641 -0.108
H -2.69869 -0.78673 -6.10341 -0.316 0.479 0.181
H -1.64943 0.68475 -6.30832 -0.378 -0.017 0.021
H -1.70589 -0.16064 -4.75049 -0.121 0.006 -0.128
H -0.65336 -2.08649 -5.62094 0.225 -0.070 0.097
H 0.30789 -0.68832 -6.12742 0.182 -0.119 0.024
H -0.85857 -0.85691 -8.39665 0.195 -0.065 -0.209
H -1.58348 -2.36640 -7.88085 -0.156 -0.020 0.135
H 1.35079 -4.56284 -7.91514 -0.073 0.427 -0.374
H -0.00757 -4.08390 -6.84759 -0.190 0.061 -0.349
H 1.52509 -3.31781 -6.64140 0.119 -0.199 -0.070
H -0.40876 -3.86088 -9.78287 0.118 -0.043 0.048
H -0.26443 -2.16716 -10.23956 0.127 0.001 -0.206
H 1.98887 -4.23484 -10.05318 -0.630 -0.483 -0.127
H 1.76277 -3.16604 -11.34597 -0.398 0.318 -0.044
H 3.36736 -2.93669 -8.99720 0.028 0.310 -0.206
H 2.94904 -1.71899 -10.30778 0.908 0.403 0.858
H 2.17111 -1.33001 -7.56009 -0.162 -0.247 0.015
H 1.33602 -0.59287 -8.90204 -0.339 -0.317 -0.192
C -5.18065 -9.71031 -9.82096 -1.175 -1.379 -1.166
C -5.76758 -8.96356 -11.00067 0.030 2.011 -0.253
C -4.77501 -8.50485 -12.06897 -0.209 -0.903 -0.516
N -5.46829 -8.15615 -13.38884 1.555 0.532 -0.215
C -6.39238 -6.97995 -13.18300 -0.166 -0.895 -0.150
C -6.14454 -9.41617 -14.15074 1.240 1.281 0.528
C -5.40860 -9.43878 -15.49249 0.271 -0.725 -0.221
C -3.99223 -8.91698 -15.22722 -0.108 0.826 0.723
C -4.29189 -7.68473 -14.34979 -0.336 -0.910 0.675
H -4.25650 -9.31667 -9.39775 -0.312 0.057 0.250
H -5.00346 -10.72475 -10.17816 0.621 -0.094 0.066
H -6.01392 -9.89321 -9.14251 0.477 0.517 0.717
H -6.22438 -8.03439 -10.65999 -0.078 0.084 0.430
H -6.63664 -9.43593 -11.45861 0.277 -0.677 0.077
H -3.95770 -9.20445 -12.24411 -0.401 -0.730 -0.524
H -4.15970 -7.64863 -11.79263 -0.610 0.678 0.149
H -7.07579 -7.16777 -12.35489 -0.248 -0.229 -0.436
H -6.89125 -6.92211 -14.15041 -0.309 0.680 0.355
H -5.83855 -6.08615 -12.89576 0.216 -0.070 -0.441
H -7.21779 -9.29713 -14.29929 0.080 0.298 0.467
H -5.93241 -10.24883 -13.48008 -0.032 -0.083 -0.285
H -5.96715 -8.85791 -16.22645 0.156 0.097 -0.010
H -5.39428 -10.47149 -15.84093 -0.066 0.034 -0.199
H -3.28070 -8.63940 -16.00489 -0.813 0.196 -0.751
H -3.36420 -9.65983 -14.73544 -0.394 -0.038 0.734
H -4.62810 -6.79282 -14.87851 -0.338 -0.393 -0.312
H -3.46289 -7.34815 -13.72722 -0.027 -0.246 0.037
C -3.58152 -19.72509 -13.04379 -0.218 -0.501 0.058
C -3.83776 -18.37515 -13.70019 1.091 0.532 0.088
C -3.39809 -17.20121 -12.79506 0.060 -0.243 -0.373
N -3.39058 -15.78848 -13.53245 0.396 0.758 0.233
C -2.28580 -15.78745 -14.63017 -1.491 -1.003 0.821
C -3.03517 -14.65059 -12.58571 -0.356 -0.576 0.319
C -3.41997 -13.32887 -13.23091 -0.820 -1.195 -0.641
C -4.62563 -13.77178 -14.12969 0.172 0.076 -1.388
C -4.77059 -15.31849 -14.07741 1.007 -0.321 1.372
H -4.34924 -19.98951 -12.31661 0.089 0.034 0.037
H -2.59901 -19.84123 -12.58632 0.038 0.314 0.094
H -3.60298 -20.47499 -13.83454 -0.198 -0.077 0.097
H -4.87798 -18.32714 -14.02231 0.002 0.287 0.104
H -3.19459 -18.37202 -14.58019 -0.155 0.195 -0.296
H -2.40401 -17.33114 -12.36724 0.645 -0.004 -0.915
H -3.89634 -17.25827 -11.82728 -1.214 1.055 -0.291
H -1.91364 -14.79666 -14.89081 -0.444 0.052 0.222
H -2.75874 -16.26547 -15.48804 0.524 -0.042 -0.082
H -1.50037 -16.39753 -14.18407 0.096 -0.033 -0.424
H -1.97345 -14.73491 -12.35388 -0.179 -0.121 0.433
H -3.70858 -14.77632 -11.73788 0.496 -0.274 0.360
H -2.59430 -12.94990 -13.83321 -0.178 0.333 0.059
H -3.73597 -12.61598 -12.46931 0.267 0.044 -0.108
H -4.41280 -13.48862 -15.16053 0.176 -0.057 -0.123
H -5.55779 -13.23501 -13.95340 -0.043 -0.376 0.519
H -4.98900 -15.91695 -14.96187 -0.014 0.584 -0.212
H -5.46591 -15.63555 -13.30017 -0.121 0.080 -0.046
N -0.90269 -8.50128 -11.20794 2.381 3.312 1.371
S -0.71294 -9.30557 -12.45625 -3.673 -7.670 -6.519
O 0.49062 -10.07433 -12.64062 -0.334 1.046 -0.058
O -1.39316 -8.74796 -13.64288 1.582 -1.050 2.255
F -1.68589 -10.54299 -11.98986 -0.232 0.827 -0.311
S 0.27739 -7.41884 -11.73129 3.082 5.611 1.147
O -0.14387 -6.40652 -12.69958 0.331 -2.329 1.264
O 1.67714 -7.86601 -11.76834 -3.437 0.722 0.567
F 0.11397 -6.51675 -10.37725 0.258 -0.600 0.202
```
Positions in Å, forces in eV/Å.

charge	+8
LUMO	-15.2	eV
HOMO energy	-23.7224	eV
frontier orbital gap	8.540	eV